{
  "formula": "C3H8INO2S2",
  "method": "the ωB97M-V functional and the def2-TZVPD basis",
  "relative_energy_ev": 0.000,
  "total_charge": 0,
  "symbols": ["C", "C", "C", "N", "O", "O", "S", "S", "I", "H", "H", "H", "H", "H", "H", "H", "H"],
  "positions_angstrom": [[-1.558, 2.571, 1.547], [0.268, -1.962, -2.036], [-0.676, 2.277, 0.401], [0.209, -2.030, -0.595], [2.528, -1.422, 0.206], [0.501, -0.733, 1.505], [-1.129, 1.512, -0.939], [1.034, -0.734, 0.159], [1.386, 2.707, 0.747], [-1.319, 3.524, 2.021], [-1.399, 1.787, 2.294], [-2.606, 2.553, 1.248], [-0.005, -2.928, -2.463], [-0.386, -1.193, -2.459], [1.298, -1.739, -2.310], [-0.729, -2.107, -0.229], [2.582, -2.081, 0.903]],
  "mulliken_charge": [-1.014, -0.712, 0.162, -0.361, -0.520, -0.529, -0.208, 0.699, 0.099, 0.359, 0.287, 0.334, 0.283, 0.229, 0.284, 0.288, 0.321]
}